# 1
ORCA calculation (the ωB97M-V functional and the def2-TZVPD basis) on an isolated molecule of C16H29BrNO3PS.

Last column: Löwdin charge in e.
CARTESIAN COORDINATES (ANGSTROEM)
C 2.2997 -5.6499 0.2245  -0.14
C 1.2756 -4.5186 -0.2391  -0.28
C 0.6733 -3.6375 0.9766  -0.17
C -0.9361 -3.4586 0.8833  -0.21
O -1.3874 -2.0873 0.9367  -0.24
C -0.9976 -1.3012 -0.1848  -0.71
S -0.5888 -2.0855 -1.8078  0.84
O -2.2692 -0.6101 -0.5000  -0.08
C -2.3874 0.7849 -0.2842  -0.41
O -3.4496 1.3918 -0.1138  0.10
C -0.8626 1.3216 -0.3140  -0.38
C -0.5970 2.7251 0.4057  -0.32
C 0.9467 3.1010 0.6138  -0.09
C -1.3296 2.9144 1.8153  -0.24
C -1.6254 4.4727 2.1391  -0.11
P -0.5747 1.4080 -2.2232  0.94
C -2.2159 1.2479 -3.1563  -0.28
C 0.3665 2.9743 -2.7027  -0.31
C -0.0918 0.0096 0.2190  -0.51
Br -0.0064 -0.2303 2.2323  0.93
C 1.4954 -0.1339 -0.1618  -0.19
C 2.4693 0.1154 1.0973  -0.34
N 3.2204 -0.8721 1.5339  0.05
H 3.2525 -5.2466 0.7095  0.08
H 2.6536 -6.1802 -0.7374  0.07
H 1.8182 -6.4852 0.8524  0.08
H 1.8776 -3.7886 -0.8954  0.09
H 0.4047 -4.9202 -0.8524  0.09
H 0.9158 -4.2305 1.9351  0.12
H 1.2233 -2.6442 1.0880  0.07
H -1.3973 -4.0748 0.0303  0.11
H -1.3377 -3.9556 1.8424  0.14
H -1.7165 -2.6981 -2.3274  -0.07
H -1.0335 3.5305 -0.2934  0.13
H 1.0380 4.2283 0.3939  0.09
H 1.2737 2.9958 1.7118  0.09
H 1.6690 2.5845 -0.0922  0.06
H -2.2971 2.3349 1.9395  0.11
H -0.6176 2.5701 2.6491  0.07
H -1.7341 4.6091 3.2771  0.08
H -0.7887 5.1607 1.7750  0.07
H -2.6329 4.8212 1.7080  0.08
H -2.1013 1.4170 -4.2785  0.06
H -2.9380 2.0089 -2.7062  0.05
H -2.5722 0.1707 -3.0097  0.04
H 0.1287 3.1785 -3.8109  0.05
H 0.0699 3.9167 -2.1396  0.03
H 1.4902 2.7708 -2.6154  0.04
H 1.7598 -1.1719 -0.5416  0.09
H 1.8190 0.6243 -0.9498  0.09
H 2.5650 1.1260 1.6071  0.09
H 3.7807 -0.5339 2.3410  0.05

M = 426.357 g/mol
HOMO-LUMO gap = 0.3000 Ha
Structure (SMILES) = [H]/N=C/C[C@]1(Br)[C@@](S)(OCCCC)OC(=O)[C@]1([C@H](C)CC)P(C)C

# 2
ORCA calculation (the ωB97M-V functional and the def2-TZVPD basis) on a structure of composition C36H35BeN6O4S.

Last column: Löwdin charge in e.
CARTESIAN COORDINATES (ANGSTROEM)
Be -1.5843 -0.5245 -0.0526  0.14
C -1.9014 5.6645 -3.1663  -0.07
C -1.9985 4.4830 -2.2430  -0.31
C -2.9284 4.3176 -1.2286  -0.10
C -2.9780 3.1708 -0.4499  -0.04
C -2.0570 2.0852 -0.6057  -0.22
N -2.0569 1.0095 0.2259  0.03
C -2.2400 1.1887 1.5805  -0.21
C -1.8324 2.3521 2.2133  -0.02
C -1.8876 2.5229 3.5907  -0.03
C -2.6134 1.6395 4.4409  -0.30
C -2.9026 2.0029 5.8464  -0.07
C -3.0348 0.4865 3.8229  0.02
C -2.8524 0.2491 2.4233  -0.12
N -3.2489 -0.9932 1.9793  -0.02
C -4.0274 -1.9106 2.6106  -0.04
C -4.1618 -3.0149 1.7856  -0.06
C -3.6207 -2.6515 0.5632  -0.08
N -3.0125 -1.4219 0.6530  0.13
C -1.2367 2.1684 -1.7681  -0.12
C -1.1861 3.3581 -2.5093  0.00
N -0.3970 1.0583 -2.2240  -0.04
C 0.9506 1.0852 -2.3971  -0.17
C 1.4501 -0.2593 -2.3891  -0.13
C 0.4020 -1.0856 -2.0721  -0.21
N -0.7526 -0.3186 -1.9213  -0.03
H -2.8082 6.1933 -3.0840  0.04
H -1.0498 6.3074 -2.8871  0.08
H -1.8705 5.3001 -4.2258  0.09
H -3.7160 5.0917 -1.1130  0.11
H -3.7080 3.1234 0.4056  0.13
H -1.2884 3.0738 1.5721  0.13
H -1.4576 3.4352 4.0651  0.11
H -2.6735 1.1997 6.5327  0.07
H -2.3790 2.9001 6.1386  0.06
H -3.9890 2.2138 5.9836  0.09
H -3.5898 -0.3115 4.2756  0.08
H -4.3615 -1.6716 3.6124  0.11
H -4.6424 -3.9582 1.9962  0.09
H -3.6810 -3.2526 -0.3481  0.10
H -0.5854 3.4136 -3.4503  0.13
H 1.4744 1.9677 -2.5891  0.04
H 2.4652 -0.5584 -2.4065  0.06
H 0.4460 -2.1581 -2.1949  0.09
C 8.4884 -1.3414 -2.1053  -0.07
C 7.4364 -1.3157 -1.0666  -0.28
C 7.6931 -1.4375 0.3027  -0.05
C 6.7623 -1.0359 1.2640  -0.08
C 5.4658 -0.7242 0.9012  -0.24
C 5.1637 -0.7201 -0.4849  -0.05
C 6.1168 -0.9417 -1.4359  -0.04
S 4.1144 -0.5362 2.1159  0.67
O 3.6814 0.8417 2.1795  -0.32
O 4.6855 -1.2201 3.2351  -0.31
N 2.6843 -1.2503 1.5366  -0.11
C 2.2420 -2.5433 2.0715  -0.25
C 0.7399 -2.6073 2.1385  -0.09
C -0.0603 -2.2869 0.8282  -0.54
O -0.4660 -3.1966 0.1280  0.04
O -0.3607 -1.0117 0.7106  -0.05
H 9.4251 -1.7110 -1.6359  0.08
H 8.6871 -0.3483 -2.5309  0.09
H 8.3395 -2.0532 -2.9496  0.09
H 8.6461 -1.8944 0.6890  0.12
H 7.0767 -1.0109 2.3401  0.13
H 4.1463 -0.4944 -0.8676  0.11
H 5.8953 -0.9811 -2.4451  0.09
H 1.9340 -0.5367 1.3025  0.14
H 2.6727 -2.7762 3.0419  0.10
H 2.6140 -3.2891 1.3689  0.12
H 0.3970 -1.9007 2.8903  0.11
H 0.4831 -3.6440 2.4825  0.13
C -4.1825 -2.0377 -3.8487  -0.12
C -3.4056 -2.8154 -2.9622  -0.09
C -2.3146 -2.1872 -2.3565  -0.06
C -2.0325 -0.8264 -2.5785  -0.16
C -2.7184 -0.1114 -3.5193  -0.02
C -3.7927 -0.7506 -4.1929  -0.10
H -5.1000 -2.3967 -4.3504  0.09
H -3.6744 -3.7939 -2.6353  0.08
H -1.7066 -2.6827 -1.6073  0.08
H -2.3984 0.8789 -3.8546  0.11
H -4.2548 -0.2811 -5.0908  0.10

M = 656.793 g/mol
HOMO-LUMO gap = 0.1209 Ha
Energy above the lowest of the compared OMol25 structures with the same formula, charge and spin = 3.8615 eV
Charge = -1

# 3
ORCA calculation (the ωB97M-V functional and the def2-TZVPD basis) on an isolated molecule of C6H11O2P.

Last column: Löwdin spin population.
CARTESIAN COORDINATES (ANGSTROEM)
C 1.4059 1.6751 -0.5767  0.48
C 0.1757 2.0136 -0.2580  0.47
C 1.8675 0.3028 -0.2320  0.09
C 0.8914 -0.2385 0.8379  0.16
C 0.9506 -1.8205 0.8771  0.02
C -2.7866 -0.3878 -0.9338  0.02
O -1.7317 0.6204 1.5214  0.29
O -1.3748 -0.1762 -0.9488  0.10
P -0.7451 0.5058 0.4048  0.22
H 2.2149 2.2301 -0.9885  0.06
H -0.3780 3.0305 -0.4495  0.04
H 1.7464 -0.2736 -1.0511  0.02
H 2.8185 0.3768 0.2147  0.01
H 1.2285 0.0257 1.9138  0.01
H -0.0300 -2.0839 1.3875  0.00
H 1.7670 -2.0896 1.3987  0.01
H 0.9999 -2.2855 -0.2020  0.00
H -2.9187 -0.8911 0.0842  0.00
H -2.8428 -0.9947 -1.8482  0.00
H -3.2587 0.4606 -1.1514  0.01

M = 146.126 g/mol
HOMO-LUMO gap (spin up / spin down) = 0.1842 / 0.1790 Ha
Spin multiplicity = 3
Energy above the lowest of the compared OMol25 structures with the same formula, charge and spin = 1.8970 eV

# 4
ORCA calculation (the ωB97M-V functional and the def2-TZVPD basis) on an isolated molecule of C5H13NS.

Last column: Löwdin charge in e.
CARTESIAN COORDINATES (ANGSTROEM)
C -0.7946 -0.2971 -1.0465  -0.27
C -2.1061 -0.1474 -0.2894  -0.54
S -1.8835 -0.1640 1.5332  0.70
C 0.2686 0.7371 -0.6614  -0.22
N 1.5644 0.2569 -0.1011  -0.28
C 1.8275 -1.1581 -0.2838  -0.13
C 2.6365 1.0712 -0.6159  -0.13
H -1.0036 -0.1656 -2.1022  0.11
H -0.4440 -1.3257 -0.9619  0.09
H -2.5185 0.8354 -0.5057  0.06
H -2.8033 -0.9367 -0.5697  0.06
H -0.5782 -0.4661 1.5285  -0.16
H -0.0778 1.4686 0.0613  0.10
H 0.5248 1.3016 -1.5723  0.11
H 1.0538 -1.7437 0.2238  0.07
H 1.8626 -1.4867 -1.3342  0.09
H 2.8174 -1.4120 0.1100  0.09
H 2.8522 0.8725 -1.6705  0.09
H 2.4198 2.1176 -0.4200  0.09
H 3.5431 0.8579 -0.0545  0.08

M = 119.233 g/mol
HOMO-LUMO gap = 0.3475 Ha
Structure (SMILES) = CN(C)CCCS
Energy above the lowest of the compared OMol25 structures with the same formula, charge and spin = 0.9806 eV

# 5
ORCA calculation (the ωB97M-V functional and the def2-TZVPD basis) on a structure of composition C45H81BrCoN2PSeSi.

Last column: Löwdin spin population.
CARTESIAN COORDINATES (ANGSTROEM)
Co 0.5523 0.3841 -1.5427  2.84
C 0.2315 -5.4558 -1.4577  0.00
C -0.6490 -5.6560 -0.2235  0.00
C -0.1383 -4.9215 1.0165  0.00
C -0.1200 -3.4056 0.8535  0.00
N -1.4525 -2.8613 0.5390  0.01
C -1.7693 -2.1393 -0.5468  0.02
Se -0.6067 -1.7242 -1.9738  0.16
N -3.0625 -1.7904 -0.4774  0.01
C -3.8587 -1.1124 -1.5192  0.00
C -4.9726 -2.0022 -2.0748  0.00
C -4.5084 -3.3554 -2.6150  0.00
C -3.6692 -3.2578 -3.8897  0.00
C -3.5974 -2.2802 0.7153  0.00
C -4.8630 -2.1427 1.2776  0.00
C -5.0669 -2.7457 2.5014  0.00
C -4.0408 -3.4571 3.1474  0.00
C -2.7836 -3.5759 2.5928  0.00
C -2.5821 -2.9687 1.3555  0.00
H -0.0779 -6.1170 -2.2677  0.00
H 1.2777 -5.6814 -1.2300  0.00
H 0.1807 -4.4330 -1.8397  0.00
H -0.7051 -6.7193 0.0135  0.00
H -1.6753 -5.3395 -0.4426  0.00
H 0.8932 -5.2185 1.2267  0.00
H -0.7242 -5.2136 1.8881  0.00
H 0.5235 -3.1384 0.0221  0.00
H 0.2586 -2.9050 1.7469  0.00
H -3.1709 -0.8193 -2.3041  0.00
H -4.2732 -0.2071 -1.0762  0.00
H -5.4545 -1.4343 -2.8755  0.00
H -5.7317 -2.1578 -1.3077  0.00
H -5.3969 -3.9537 -2.8208  0.00
H -3.9579 -3.8969 -1.8359  0.00
H -4.2236 -2.7414 -4.6791  0.00
H -3.4115 -4.2507 -4.2638  0.00
H -2.7349 -2.7186 -3.7310  0.00
H -5.6507 -1.5808 0.7911  0.00
H -6.0370 -2.6680 2.9753  0.00
H -4.2400 -3.9173 4.1068  0.00
H -1.9943 -4.0980 3.1161  0.00
C -0.6580 3.5748 -4.3127  0.06
C 0.0367 2.9663 -3.0769  0.09
C -0.0163 3.9122 -1.8825  0.00
C -0.6552 1.6547 -2.8046  0.51
H -0.1495 4.5023 -4.5815  0.01
H -1.7021 3.8048 -4.0900  0.00
H -0.6282 2.9050 -5.1745  0.00
H 1.0854 2.8064 -3.3463  0.01
H -1.0361 4.2794 -1.7274  0.00
H 0.6345 4.7740 -2.0335  0.00
H 0.2989 3.4118 -0.9686  0.00
H -0.7740 0.9933 -3.6641  0.03
H -1.5950 1.7419 -2.2522  0.03
C 2.0229 2.5487 3.5688  0.00
C 0.7116 3.2415 3.1630  0.00
C 1.0122 4.0147 1.8738  0.00
C 0.3091 4.2440 4.2700  0.00
Si -0.7046 1.9973 2.9741  0.01
Br -0.2872 0.8385 0.8680  0.05
C -0.6473 0.5352 4.1863  0.00
C -1.9008 -0.3341 4.0477  0.00
C 0.5659 -0.3947 3.9837  0.00
C -0.5932 1.1049 5.6233  0.00
C -2.4222 2.7177 2.6166  0.00
C -3.0595 3.0765 3.9778  0.00
C -2.3244 3.9952 1.7673  0.00
C -3.3541 1.7486 1.8685  0.00
H 2.8198 3.3019 3.5847  0.00
H 2.3173 1.7678 2.8593  0.00
H 1.9788 2.1121 4.5670  0.00
H 1.7968 4.7513 2.0872  0.00
H 0.1580 4.5555 1.4716  0.00
H 1.3925 3.3447 1.1022  0.00
H 1.1478 4.9281 4.4396  0.00
H 0.0869 3.7607 5.2240  0.00
H -0.5522 4.8534 3.9889  0.00
H -2.0000 -0.7396 3.0388  0.00
H -2.8230 0.1951 4.2969  0.00
H -1.8162 -1.1799 4.7418  0.00
H 0.5787 -0.8481 2.9891  0.00
H 0.4958 -1.2061 4.7182  0.00
H 1.5218 0.0997 4.1417  0.00
H -1.4394 1.7566 5.8555  0.00
H 0.3264 1.6590 5.8185  0.00
H -0.6211 0.2688 6.3314  0.00
H -2.4312 3.7413 4.5779  0.00
H -3.2900 2.1959 4.5791  0.00
H -4.0026 3.6026 3.7943  0.00
H -1.8083 4.8069 2.2819  0.00
H -3.3393 4.3448 1.5490  0.00
H -1.8245 3.8150 0.8101  0.00
H -3.4760 0.7855 2.3650  0.00
H -3.0059 1.5652 0.8485  0.00
H -4.3453 2.2139 1.8028  0.00
C 3.0646 -2.7559 -1.4290  0.00
C 3.5830 -1.3684 -1.0173  0.01
C 3.0761 -1.0591 0.4012  0.00
C 5.1131 -1.3564 -0.9963  0.00
P 2.8577 -0.0194 -2.1150  0.06
C 3.7312 1.5030 -1.6509  0.01
C 4.9907 1.8441 -2.1474  0.00
C 5.6237 3.0023 -1.7210  0.00
C 5.0138 3.8318 -0.7867  0.00
C 3.7668 3.5013 -0.2760  0.00
C 3.1314 2.3455 -0.7101  0.01
C 3.0732 -0.3488 -3.9396  0.01
C 3.0006 0.9759 -4.7046  0.00
C 4.3742 -1.0749 -4.2978  0.00
C 1.8742 -1.2193 -4.3571  0.00
H 3.2739 -3.4594 -0.6169  0.00
H 3.5615 -3.1397 -2.3183  0.00
H 1.9887 -2.7685 -1.6050  0.00
H 3.4168 -1.8533 1.0727  0.00
H 1.9835 -1.0302 0.4574  0.00
H 3.4685 -0.1120 0.7811  0.00
H 5.4447 -2.0844 -0.2497  0.00
H 5.5161 -0.3865 -0.7051  0.00
H 5.5480 -1.6488 -1.9504  0.00
H 5.4932 1.2053 -2.8618  0.00
H 6.5987 3.2564 -2.1178  0.00
H 5.5134 4.7350 -0.4569  0.00
H 3.2898 4.1407 0.4580  0.00
H 2.1576 2.0956 -0.2941  0.01
H 3.8202 1.6513 -4.4709  0.00
H 2.0586 1.5026 -4.5243  0.00
H 3.0454 0.7494 -5.7732  0.00
H 5.2640 -0.5117 -4.0185  0.00
H 4.3973 -1.1963 -5.3841  0.00
H 4.4392 -2.0676 -3.8614  0.00
H 0.9208 -0.7158 -4.1664  0.00
H 1.8650 -2.1850 -3.8462  0.00
H 1.9289 -1.4142 -5.4315  0.00

M = 927.014 g/mol
HOMO-LUMO gap (spin up / spin down) = 0.3391 / 0.2451 Ha
Spin multiplicity = 5
Energy above the lowest of the compared OMol25 structures with the same formula, charge and spin = 0.0000 eV
Charge = +2

# 6
ORCA calculation (the ωB97M-V functional and the def2-TZVPD basis) on a structure of composition C33H25IIrNO5PS.

Last column: Löwdin spin population.
CARTESIAN COORDINATES (ANGSTROEM)
Ir -1.3792 -0.6389 -0.5967  0.41
O -3.0011 -2.3488 -2.1069  0.00
N -1.6754 -2.2811 -1.7153  0.00
C -1.0533 -3.3863 -1.8582  0.01
C 0.3386 -3.6290 -1.5188  0.00
C 0.7795 -4.9334 -1.7256  0.00
C 2.0848 -5.3054 -1.4303  0.00
C 2.9598 -4.3703 -0.9123  0.00
C 2.5373 -3.0591 -0.7063  0.00
C 1.2410 -2.6700 -1.0163  0.00
P 0.8576 -0.9277 -0.7948  0.01
C 1.8920 -0.2648 0.4974  0.00
C 3.0750 0.3945 0.1470  0.00
C 3.9175 0.8556 1.1445  0.00
C 3.5820 0.6659 2.4796  0.00
C 2.4068 0.0109 2.8263  0.00
C 1.5581 -0.4549 1.8350  0.00
C 1.0635 -0.0062 -2.3022  0.02
C 0.9057 1.3850 -2.2463  0.01
C 1.0543 2.1280 -3.4019  0.00
C 1.3556 1.4908 -4.6026  0.01
C 1.5100 0.1109 -4.6569  0.00
C 1.3613 -0.6467 -3.5073  0.01
H -3.2206 -1.4756 -2.4771  0.00
H -1.6236 -4.1891 -2.3171  0.00
H 0.0886 -5.6701 -2.1159  0.00
H 2.4063 -6.3238 -1.5993  0.00
H 3.9746 -4.6493 -0.6628  0.00
H 3.2350 -2.3409 -0.2956  0.00
H 3.3341 0.5482 -0.8936  0.00
H 4.8354 1.3632 0.8815  0.00
H 4.2417 1.0303 3.2559  0.00
H 2.1563 -0.1421 3.8689  0.00
H 0.6550 -0.9734 2.1060  0.00
H 0.6856 1.8783 -1.3054  0.00
H 0.9470 3.2038 -3.3695  0.00
H 1.4787 2.0778 -5.5031  0.00
H 1.7540 -0.3712 -5.5935  0.00
H 1.4894 -1.7216 -3.5436  0.00
O -0.0363 1.0090 7.0798  0.00
C 0.5506 0.1481 6.2381  0.00
O 1.6689 -0.2394 6.4083  0.00
C -0.2400 -0.2935 5.0365  0.00
C -0.9483 0.6122 4.2551  0.00
C -1.5413 0.1976 3.0716  0.01
C -1.4282 -1.1307 2.7029  0.04
S -2.0637 -1.7422 1.1526  0.39
C -0.7695 -2.0634 3.4993  0.02
C -0.1530 -1.6329 4.6599  0.00
H -0.9708 1.1378 6.8707  0.00
H -1.0004 1.6573 4.5356  0.00
H -2.0568 0.9109 2.4363  0.00
H -0.6983 -3.1003 3.1954  0.00
H 0.4173 -2.3203 5.2704  0.00
I -4.7161 7.2652 -2.2340  0.00
C -3.9043 5.4026 -1.8303  0.00
C -3.6079 4.5361 -2.8825  0.00
C -3.0767 3.2918 -2.6155  0.00
C -2.8156 2.9211 -1.2924  0.00
C -3.1065 3.7943 -0.2391  0.00
C -3.6606 5.0275 -0.5088  0.00
C -2.2502 1.6296 -1.0181  0.00
O -2.3170 0.6465 -1.8753  0.05
O -1.6173 1.3269 0.0618  0.00
H -3.8015 4.8374 -3.9024  0.00
H -2.8555 2.6069 -3.4234  0.00
H -2.9053 3.4977 0.7816  0.00
H -3.9047 5.7025 0.2993  0.00

M = 897.727 g/mol
HOMO-LUMO gap (spin up / spin down) = 0.2090 / 0.1786 Ha
Spin multiplicity = 2
Energy above the lowest of the compared OMol25 structures with the same formula, charge and spin = 0.4531 eV
Charge = +2

Look up the M of the second one. 656.793 g/mol

Number 4 is which compound? C5H13NS

The lowest M belongs to which entry? C5H13NS